(1)
Molecular formula: C30H47BrF15N4O7S2
Method: DFT, the ωB97M-V functional and the def2-TZVPD basis

The geometry in XYZ format:
```
106
C30H47BrF15N4O7S2 (the ωB97M-V functional and the def2-TZVPD basis)
C 4.66 4.28 1.22
C 3.86 3.22 0.49
C 3.01 2.13 1.44
C 1.50 2.81 1.64
N 0.77 3.07 0.36
C 0.91 2.06 -0.72
O 0.17 2.60 -1.91
C 0.62 1.93 -3.14
C 0.25 0.33 -3.23
C 1.60 -0.49 -3.72
C -0.64 3.46 0.70
N -1.04 4.76 0.49
O -0.10 5.59 -0.06
C -2.38 5.37 0.80
O -3.00 5.02 2.07
C -4.39 5.51 2.14
C -4.36 7.09 2.59
N -1.55 2.46 1.33
S -2.73 1.73 0.33
O -2.16 0.94 -0.92
O -3.76 2.73 -0.33
F -3.78 0.62 1.18
C -0.89 1.57 2.34
F -1.87 1.51 3.50
Br -0.70 -0.36 1.77
C 0.62 2.10 2.84
C 1.45 0.95 3.69
C 0.66 0.30 4.96
C 1.59 -0.98 5.51
F 1.42 -2.03 4.44
F 3.05 -0.67 5.50
C 1.03 -1.66 6.89
F -0.18 -2.52 6.71
F 2.11 -2.62 7.33
C 0.85 -0.58 8.15
F 1.83 0.50 7.90
F 1.31 -1.37 9.36
C -0.68 -0.14 8.45
F -1.54 0.02 7.21
F -1.32 -1.29 9.19
S -0.96 1.38 9.48
F -2.52 1.58 8.70
F -1.78 0.41 10.65
F 0.47 1.24 10.38
F -0.30 2.47 8.33
F -1.36 2.75 10.44
C 0.30 3.29 3.97
O -0.67 4.21 3.83
O 1.12 3.47 5.21
H 5.83 4.31 1.25
H 4.09 5.10 1.86
H 3.85 3.18 -0.69
H 2.95 1.07 0.94
H 3.64 2.13 2.46
H 1.77 3.90 2.06
H 0.46 1.00 -0.53
H 2.01 1.89 -1.13
H 1.77 2.14 -3.33
H 0.05 2.46 -4.04
H -0.21 -0.14 -2.27
H -0.58 0.20 -4.08
H 2.04 0.12 -4.63
H 2.37 -0.63 -2.84
H 1.23 -1.54 -4.08
H 0.10 6.25 0.70
H -3.09 5.23 -0.15
H -2.20 6.56 0.84
H -4.97 5.46 1.10
H -5.02 4.83 2.88
H -3.57 7.31 3.44
H -4.10 7.73 1.62
H -5.43 7.44 2.93
H 2.42 1.49 4.14
H 1.91 0.09 2.99
H 0.42 1.04 5.84
H -0.39 -0.21 4.68
C 1.55 -7.14 -7.91
C 1.93 -7.00 -6.44
C 0.79 -6.76 -5.44
N -0.06 -5.47 -5.64
C -1.19 -5.74 -6.65
C -1.90 -4.48 -7.11
C -0.92 -3.42 -7.59
C 0.03 -3.06 -6.47
C 0.83 -4.27 -6.02
C -0.72 -5.18 -4.27
H 1.19 -6.20 -8.33
H 2.44 -7.42 -8.50
H 0.80 -7.91 -8.05
H 2.70 -6.23 -6.33
H 2.42 -7.94 -6.14
H 1.24 -6.68 -4.45
H 0.09 -7.60 -5.43
H -0.76 -6.25 -7.52
H -1.90 -6.44 -6.18
H -2.60 -4.73 -7.93
H -2.52 -4.07 -6.30
H -1.47 -2.53 -7.93
H -0.36 -3.80 -8.46
H -0.52 -2.62 -5.63
H 0.72 -2.28 -6.82
H 1.47 -4.04 -5.16
H 1.46 -4.57 -6.86
H 0.07 -4.99 -3.54
H -1.30 -6.06 -3.98
H -1.37 -4.31 -4.36
```

frontier orbital gap: 0.169 Eh
net charge: +1
maximum force: 10.56 eV/Å

Mulliken population analysis, charges in e, atoms 1 to 6: -0.660 -0.305 -0.381 -0.564 0.632 -0.247

(2)
Molecular formula: C29H47F2N2O6P2
Method: DFT, the ωB97M-V functional and the def2-TZVPD basis

The geometry in XYZ format:
```
88
C29H47F2N2O6P2 (the ωB97M-V functional and the def2-TZVPD basis)
C 3.24 4.46 4.11
N 2.38 3.44 3.49
C 2.24 3.59 2.04
N 1.89 2.31 1.35
C 0.54 2.07 1.17
C 0.00 0.84 0.55
C -1.55 0.80 0.54
C -2.10 1.52 -0.79
C -3.68 1.67 -0.59
C -4.18 3.16 -0.71
C -5.50 3.36 0.17
C -6.61 2.24 -0.13
C -6.63 1.07 0.97
C -6.21 -0.34 0.37
O -6.80 -1.43 1.14
C -6.25 -1.41 2.43
C -4.75 -1.78 2.73
O -6.96 -1.07 3.34
C 0.96 -0.17 0.04
C 0.46 -1.40 -0.63
C -1.02 -1.78 -0.93
C -1.63 -2.61 0.30
F -1.67 -3.98 0.06
C 1.48 -2.40 -1.06
P 1.01 -4.03 -1.90
O 0.76 -5.10 -0.87
C 2.96 -2.12 -0.86
C 3.93 -3.27 -1.35
C 4.39 -3.12 -2.87
C 3.48 -2.21 -3.78
O 3.67 -2.68 -5.15
C 2.43 -3.13 -5.71
C 3.47 -0.87 -0.25
C 5.01 -0.76 -0.21
C 5.66 -1.15 1.20
F 6.45 -2.33 1.08
C 2.45 0.12 0.24
C 2.88 1.38 0.93
P 4.63 1.90 1.36
O 4.91 2.02 3.01
O 5.13 3.25 0.50
H 2.57 5.08 4.79
H 3.61 5.19 3.33
H 4.05 4.06 4.77
H 2.60 2.49 3.78
H 3.08 4.14 1.53
H 1.33 4.25 1.88
H -0.16 2.86 1.54
H -1.93 1.46 1.38
H -2.01 -0.20 0.72
H -1.69 2.57 -0.78
H -1.81 0.97 -1.72
H -4.21 1.06 -1.36
H -3.95 1.33 0.45
H -3.45 3.92 -0.32
H -4.50 3.44 -1.76
H -5.27 3.39 1.28
H -6.01 4.34 -0.07
H -6.40 1.84 -1.16
H -7.63 2.73 -0.09
H -7.64 1.00 1.45
H -5.86 1.35 1.74
H -5.10 -0.50 0.40
H -6.51 -0.43 -0.72
H -4.57 -1.78 3.84
H -4.47 -2.77 2.28
H -4.12 -0.98 2.24
H -1.68 -0.91 -1.21
H -1.15 -2.48 -1.81
H -1.09 -2.33 1.25
H -2.71 -2.28 0.43
H -0.08 -3.86 -2.80
H 2.10 -4.51 -2.70
H 4.87 -3.23 -0.73
H 3.51 -4.29 -1.11
H 5.45 -2.73 -2.86
H 4.47 -4.15 -3.31
H 2.38 -2.30 -3.59
H 3.87 -1.16 -3.76
H 1.97 -3.99 -5.14
H 2.62 -3.51 -6.75
H 1.73 -2.25 -5.72
H 5.55 -1.43 -0.95
H 5.34 0.26 -0.55
H 4.80 -1.38 1.88
H 6.24 -0.29 1.61
H 5.18 2.94 3.23
H 5.81 3.01 -0.15
```

frontier orbital gap: 0.237 Eh
net charge: +1
structure (SMILES): CNC[n+]1cc(CCCCCCCCOC(C)=O)c2c(CCF)c([PH2]=O)c(CCCOC)c(CCF)c2c1P(O)O
maximum force: 5.16 eV/Å

Mulliken population analysis, charges in e, atoms 1 to 6: -0.915 -0.106 -1.183 0.072 -0.071 0.275